# 1
ORCA calculation (the ωB97M-V functional and the def2-TZVPD basis) on an isolated ion of composition C15H19N4O3 and charge +1.

CARTESIAN COORDINATES (ANGSTROEM)
C: 3.01 -3.16 1.00
C: 3.64 -1.74 0.48
C: 3.50 -1.45 -1.12
O: 2.94 -2.44 -1.88
O: 3.96 -0.26 -1.85
C: 3.62 0.99 -1.16
C: 2.09 1.55 -1.52
C: 1.24 1.73 -0.13
N: 1.35 3.00 0.73
C: 0.44 2.87 1.93
N: 0.22 3.80 2.92
N: -0.14 1.49 1.71
N: 0.26 0.79 0.55
C: -0.20 -0.59 0.06
C: -1.14 -0.48 -1.30
O: -0.69 -0.40 -2.55
C: -2.78 -0.47 -1.03
C: -3.73 0.87 -1.17
C: -5.34 0.80 -0.86
C: -6.11 -0.61 -0.40
C: -5.14 -1.95 -0.27
C: -3.52 -1.87 -0.57
H: 2.17 -3.61 0.32
H: 2.49 -2.94 2.05
H: 3.88 -3.92 1.24
H: 4.79 -1.72 0.82
H: 3.05 -0.88 1.05
H: 4.35 1.82 -1.61
H: 3.81 1.00 -0.01
H: 2.20 2.63 -2.02
H: 1.63 0.77 -2.27
H: 0.66 3.81 3.87
H: -0.51 4.54 2.73
H: -0.81 1.17 2.45
H: -0.88 -1.02 0.93
H: 0.70 -1.33 -0.05
H: -3.26 1.90 -1.51
H: -6.04 1.75 -0.93
H: -7.26 -0.68 -0.18
H: -5.63 -2.97 0.03
H: -2.83 -2.82 -0.45

As for the net charge: +1. Its structure (SMILES) is CCC(=O)OCCc1nc(N)[nH][n+]1CC(=O)c1ccccc1. The calculation puts the HOMO-LUMO gap at 7.12 eV.

---

# 2
ORCA calculation (the ωB97M-V functional and the def2-TZVPD basis) on a single C15H19N5O4 molecule.

CARTESIAN COORDINATES (ANGSTROEM)
C: 2.22 -1.53 -0.39
C: 1.73 -0.56 -1.39
N: 1.50 -0.82 -2.64
O: 1.14 0.32 -3.24
N: 1.13 1.35 -2.36
C: 1.48 0.85 -1.21
O: 1.57 1.49 -0.05
C: 1.73 2.90 -0.04
C: 0.62 3.76 -0.70
N: -0.74 3.60 -0.26
C: -1.59 2.72 -1.04
C: -2.40 1.78 -0.13
N: -1.54 1.21 0.87
C: -1.20 -0.10 0.94
C: -0.63 -0.64 2.11
C: -0.31 -1.97 2.20
C: -0.54 -2.82 1.12
N: -0.19 -4.19 1.22
O: -0.42 -4.91 0.25
O: 0.32 -4.59 2.25
C: -1.09 -2.31 -0.05
C: -1.41 -0.98 -0.15
C: -0.98 2.18 1.79
C: -1.01 3.59 1.15
H: 3.31 -1.46 -0.32
H: 1.80 -1.30 0.59
H: 1.96 -2.54 -0.69
H: 2.67 3.15 -0.55
H: 1.83 3.14 1.02
H: 0.64 3.60 -1.77
H: 0.92 4.80 -0.50
H: -0.99 2.12 -1.73
H: -2.29 3.32 -1.64
H: -3.19 2.35 0.38
H: -2.89 1.01 -0.71
H: -0.47 0.00 2.97
H: 0.11 -2.38 3.11
H: -1.24 -2.98 -0.89
H: -1.81 -0.62 -1.08
H: -1.54 2.20 2.74
H: 0.06 1.90 2.01
H: -0.29 4.23 1.66
H: -2.00 4.03 1.31

As for the net charge: 0. Its structure (SMILES) is Cc1nonc1OCCN1CCN(c2ccc([N+](=O)[O-])cc2)CC1. The calculation puts the HOMO-LUMO gap at 8.05 eV.

---

# 3
ORCA calculation (the ωB97M-V functional and the def2-TZVPD basis) on C15H19N5OS4Ti as an isolated structure.

CARTESIAN COORDINATES (ANGSTROEM)
Ti: -0.91 0.48 -0.04
O: -5.28 4.11 -3.66
C: -4.51 3.45 -3.06
S: -4.92 1.91 -2.24
C: -3.32 1.58 -1.62
C: -2.34 2.48 -1.90
S: -0.66 2.30 -1.42
S: -2.77 3.88 -2.86
S: -3.08 0.08 -0.75
N: -3.14 0.23 2.50
C: -1.95 0.75 2.81
C: -1.60 0.93 4.18
C: -0.41 1.51 4.51
C: 0.42 1.99 3.49
C: 0.07 1.74 2.19
N: -1.07 1.09 1.83
H: -3.81 0.09 3.24
H: -3.50 0.19 1.54
H: -2.28 0.57 4.94
H: -0.12 1.61 5.54
H: 1.32 2.54 3.73
H: 0.69 2.11 1.37
C: 3.67 -1.31 0.51
C: 3.23 0.14 0.35
N: 1.84 0.17 -0.11
C: 1.33 -0.92 -0.82
N: 0.01 -0.86 -1.00
C: -0.64 -1.88 -1.84
C: 0.37 -2.47 -2.82
C: 1.56 -3.00 -2.04
N: 2.10 -1.92 -1.22
C: 3.50 -2.01 -0.82
H: 3.06 -1.80 1.27
H: 4.71 -1.35 0.84
H: 3.89 0.65 -0.36
H: 3.29 0.67 1.30
H: 1.63 1.05 -0.59
H: -1.46 -1.40 -2.39
H: -1.06 -2.67 -1.20
H: 0.70 -1.68 -3.50
H: -0.09 -3.27 -3.40
H: 2.35 -3.33 -2.72
H: 1.27 -3.84 -1.41
H: 4.13 -1.55 -1.59
H: 3.76 -3.07 -0.75

As for the net charge: +2. The calculation puts the HOMO-LUMO gap at 5.57 eV.

---

# 4
ORCA calculation (the ωB97M-V functional and the def2-TZVPD basis) on a single C15H19N7O molecule.

CARTESIAN COORDINATES (ANGSTROEM)
C: -1.80 4.51 -0.22
C: -1.21 3.10 -0.31
N: -1.45 2.29 0.71
N: -2.25 2.63 1.79
C: -2.46 1.76 2.84
N: -3.16 2.00 3.90
N: -3.13 0.80 4.61
N: -2.39 -0.10 4.04
N: -2.01 0.49 2.90
C: -0.20 2.71 -1.33
O: 0.53 3.59 -1.84
N: 0.08 1.40 -1.74
C: 1.39 0.99 -2.28
C: 1.91 -0.17 -1.41
C: 0.91 -1.34 -1.36
C: 1.43 -2.52 -0.54
C: 1.76 -2.35 0.78
C: 2.21 -3.43 1.58
C: 2.27 -4.71 0.99
C: 1.95 -4.91 -0.37
C: 1.59 -3.79 -1.14
C: -0.45 -0.83 -0.86
C: -0.90 0.33 -1.71
H: -2.86 4.45 -0.08
H: -1.26 5.01 0.58
H: -1.60 5.04 -1.18
H: -2.69 3.57 1.83
H: -1.41 0.10 2.21
H: 2.13 1.83 -2.24
H: 1.29 0.75 -3.31
H: 2.07 0.29 -0.43
H: 2.88 -0.53 -1.77
H: 0.82 -1.65 -2.39
H: 1.81 -1.36 1.25
H: 2.54 -3.37 2.63
H: 2.62 -5.54 1.61
H: 2.16 -5.85 -0.83
H: 1.46 -3.81 -2.21
H: -1.20 -1.63 -0.91
H: -0.40 -0.45 0.19
H: -1.11 0.03 -2.72
H: -1.86 0.67 -1.27

As for the net charge: 0. Its structure (SMILES) is C/C(=N\Nc1nnn[nH]1)C(=O)N1CCC(c2ccccc2)CC1. The calculation puts the HOMO-LUMO gap at 9.21 eV.

---

# 5
ORCA calculation (the ωB97M-V functional and the def2-TZVPD basis) on a single C15H19NO4S molecule.

CARTESIAN COORDINATES (ANGSTROEM)
O: 3.68 -1.45 1.32
S: 2.44 -1.40 2.10
O: 2.65 -2.01 3.40
N: 2.06 0.25 2.49
C: 2.33 1.19 1.37
C: 2.06 2.66 1.68
C: 1.16 3.11 0.52
C: -0.26 2.55 0.66
C: -0.06 1.02 0.48
C: 1.46 0.98 0.13
C: 1.65 2.26 -0.63
C: 0.96 -2.13 1.33
C: 1.03 -2.63 0.01
C: -0.19 -3.07 -0.57
C: -1.41 -3.05 0.09
C: -1.42 -2.54 1.43
C: -0.25 -2.13 2.03
O: -2.62 -2.27 2.07
C: -3.79 -2.35 1.26
C: -3.73 -3.49 0.26
O: -2.56 -3.40 -0.59
H: 2.54 0.47 3.38
H: 3.38 1.07 1.03
H: 1.54 2.84 2.63
H: 2.96 3.25 1.74
H: 1.12 4.17 0.38
H: -0.92 2.95 -0.11
H: -0.69 2.77 1.65
H: -0.40 0.53 1.37
H: -0.63 0.64 -0.39
H: 1.73 0.09 -0.45
H: 2.69 2.43 -0.89
H: 0.98 2.27 -1.50
H: 1.99 -2.68 -0.54
H: -0.19 -3.42 -1.60
H: -0.37 -1.74 3.03
H: -3.89 -1.38 0.72
H: -4.67 -2.55 1.88
H: -3.72 -4.46 0.80
H: -4.66 -3.48 -0.33

As for the net charge: 0. Its structure (SMILES) is O=S(=O)(N[C@@H]1C[C@@H]2CC[C@H]1C2)c1ccc2c(c1)OCCO2. The calculation puts the HOMO-LUMO gap at 9.44 eV.

---

# 6
ORCA calculation (the ωB97M-V functional and the def2-TZVPD basis) on C15H20BF4OZr as an isolated structure.

CARTESIAN COORDINATES (ANGSTROEM)
Zr: 0.00 0.00 0.00
C: -0.57 1.45 -1.85
C: 0.38 2.15 -1.10
C: 1.59 1.44 -1.16
H: 0.20 3.04 -0.52
C: 1.39 0.30 -1.96
C: 0.06 0.31 -2.39
H: -0.40 -0.43 -3.03
H: -1.61 1.73 -1.98
H: 2.49 1.68 -0.61
H: 2.12 -0.47 -2.15
C: -2.28 -0.56 0.62
C: -2.12 -0.95 -0.71
C: -1.13 -1.96 -0.75
H: -2.63 -0.52 -1.56
C: -0.73 -2.23 0.57
C: -1.42 -1.36 1.42
H: -1.28 -1.26 2.48
H: -2.90 0.24 0.98
H: -0.76 -2.46 -1.63
H: 0.03 -2.93 0.86
O: 1.58 -0.65 0.67
C: 2.79 -3.39 0.90
C: 3.14 -2.19 1.70
C: 3.28 -3.50 -0.50
C: 2.19 -4.57 1.57
C: 1.97 -1.22 1.89
H: 3.96 -1.63 1.24
H: 3.47 -2.48 2.70
H: 1.14 -1.73 2.39
H: 2.28 -0.40 2.55
H: 4.31 -3.88 -0.55
H: 3.28 -2.53 -0.99
H: 2.67 -4.18 -1.10
H: 2.95 -5.23 2.01
H: 1.61 -5.19 0.87
H: 1.53 -4.28 2.39
F: -1.09 1.67 -0.11
B: -1.86 2.85 -0.19
F: -1.71 3.83 -1.28
F: -3.26 2.45 -0.21
F: -1.66 3.57 1.06

As for the net charge: -1. The calculation puts the HOMO-LUMO gap at 3.45 eV.

---

# 7
ORCA calculation (the ωB97M-V functional and the def2-TZVPD basis) on C15H20Br2N2O2PtS as an isolated structure.

CARTESIAN COORDINATES (ANGSTROEM)
Pt: -1.81 -0.34 -1.19
Br: -2.82 2.08 -0.45
C: -3.81 1.18 0.95
Br: -3.81 -0.72 0.57
H: -4.83 1.55 0.96
H: -3.30 1.34 1.90
C: -2.21 -3.51 -1.81
O: -1.34 -2.43 -2.16
C: -1.09 -2.32 -3.56
C: -0.21 -1.11 -3.76
O: -0.85 0.09 -3.29
C: -1.79 0.67 -4.21
H: -1.77 -4.46 -2.14
H: -3.19 -3.40 -2.27
H: -2.30 -3.53 -0.73
H: -2.03 -2.24 -4.11
H: -0.56 -3.21 -3.91
H: 0.05 -1.00 -4.82
H: 0.69 -1.22 -3.17
H: -1.36 0.73 -5.21
H: -2.00 1.68 -3.85
H: -2.72 0.10 -4.26
S: 3.86 0.08 2.26
C: 2.38 -0.08 1.27
C: 2.16 0.76 0.18
C: 1.00 0.61 -0.55
N: 0.09 -0.32 -0.24
C: 0.30 -1.15 0.79
C: 1.44 -1.06 1.56
C: 3.18 1.28 3.42
C: 2.54 0.85 4.57
C: 2.07 1.82 5.45
N: 2.21 3.12 5.21
C: 2.84 3.53 4.11
C: 3.35 2.63 3.18
H: 2.88 1.51 -0.10
H: 0.79 1.24 -1.41
H: -0.45 -1.91 0.98
H: 1.59 -1.75 2.39
H: 2.43 -0.20 4.80
H: 1.57 1.55 6.37
H: 2.94 4.60 3.98
H: 3.87 2.99 2.30

As for the net charge: +2. Its expectation value of S² is 2.004. The calculation puts the HOMO-LUMO gap (alpha / beta) at 6.92 / 5.35 eV. Its spin multiplicity is 3.

---

# 8
ORCA calculation (the ωB97M-V functional and the def2-TZVPD basis) on C15H20F6MoO as an isolated structure.

CARTESIAN COORDINATES (ANGSTROEM)
Mo: 0.54 0.47 0.09
C: -0.31 -0.89 1.73
C: -1.36 -0.15 1.10
C: -1.17 1.24 1.36
C: -0.02 1.36 2.19
C: 0.52 0.06 2.40
C: 1.71 -0.27 3.24
C: 0.48 2.63 2.80
C: -2.13 2.34 1.01
C: -2.47 -0.73 0.28
C: -0.14 -2.37 1.75
H: 1.41 -0.47 4.27
H: 2.43 0.55 3.25
H: 2.23 -1.15 2.86
H: -0.08 2.85 3.71
H: 0.35 3.47 2.12
H: 1.53 2.56 3.06
H: -2.87 2.48 1.81
H: -2.67 2.12 0.09
H: -1.61 3.29 0.87
H: -3.37 -0.84 0.89
H: -2.21 -1.72 -0.11
H: -2.71 -0.10 -0.57
H: -0.70 -2.82 2.58
H: 0.90 -2.65 1.86
H: -0.51 -2.82 0.83
C: 1.48 -1.89 -3.03
C: 0.38 -0.84 -2.90
O: 0.31 -0.34 -1.63
C: 0.67 0.33 -3.86
F: 1.81 0.95 -3.47
F: -0.29 1.25 -3.86
F: 0.86 -0.08 -5.12
C: -0.98 -1.50 -3.23
F: -2.01 -0.66 -3.07
F: -1.19 -2.54 -2.41
F: -1.03 -1.96 -4.49
H: 2.44 -1.41 -2.85
H: 1.50 -2.35 -4.01
H: 1.32 -2.65 -2.27
C: 2.00 1.56 0.39
H: 2.62 2.19 1.01
H: 2.33 1.49 -0.67

As for the net charge: 0. The calculation puts the HOMO-LUMO gap at 7.89 eV.

---

For reference, relative energy (zero: lowest compared OMol25 entry of this formula, charge and spin) by record: 9.2105; 0.0000; 1.9043; 3.2786; 1.9841; 3.7194; 0.2159; 0.0000 eV.
For reference, M by record: 303.34; 333.35; 461.49; 313.37; 309.39; 394.35; 647.29; 426.25 g mol⁻¹.